11
Properties=species:S:1:pos:R:3 method="wB97M-V/def2-TZVPD" energy_ev=-16087.0590 homo_ev=-8.83 e_lumo_ev=-0.10 orbital_gap_ev=8.73
C 0.254 -0.510 0.190
C -1.234 0.143 0.138
C 1.040 0.679 0.368
H -0.391 -1.549 -1.864
H 0.290 -1.272 0.893
H -1.488 0.276 -0.895
H -1.962 -0.300 0.810
H 1.460 1.082 -0.604
H 1.867 0.673 1.198
O 0.698 -0.951 -1.203
S -0.535 1.731 0.967

---

90
Properties=species:S:1:pos:R:3 method="wB97M-V/def2-TZVPD" energy_ev=-54631.3242 total_charge=+1 homo_ev=-11.08 e_lumo_ev=-4.99 orbital_gap_ev=6.09
N -2.171 1.183 -0.266
N -1.230 1.797 -0.008
N -0.156 2.396 0.123
C 0.027 3.148 1.369
C 0.903 4.350 1.050
C 0.797 5.537 1.781
C 1.501 6.667 1.356
C 2.358 6.591 0.260
C 2.552 5.368 -0.393
C 1.828 4.239 0.014
C -1.339 3.575 1.926
C -2.312 4.008 1.022
C -3.603 4.294 1.483
C -3.898 4.221 2.849
C -2.875 3.961 3.761
C -1.583 3.678 3.302
C 0.800 2.256 2.359
C 2.336 2.145 2.294
C 2.624 0.884 3.133
C 1.241 0.242 3.390
N 0.400 0.868 2.364
H 0.164 5.591 2.670
H 1.372 7.607 1.890
H 2.882 7.479 -0.097
H 3.254 5.271 -1.221
H 1.971 3.270 -0.478
H -2.055 4.199 -0.031
H -4.367 4.558 0.752
H -4.917 4.378 3.194
H -3.071 3.962 4.832
H -0.779 3.558 4.036
H 0.639 2.679 3.374
H 2.660 2.028 1.249
H 2.780 3.069 2.696
H 3.297 0.199 2.594
H 3.076 1.188 4.085
H 1.212 -0.850 3.313
H 0.886 0.516 4.412
H -0.594 0.703 2.532
C -1.628 -5.944 -3.112
N -1.441 -4.565 -2.713
C -2.471 -3.663 -2.727
O -3.597 -3.872 -3.171
C -1.946 -2.374 -2.093
C -2.706 -2.022 -0.816
C -4.143 -1.632 -1.064
C -5.142 -2.123 -0.212
C -6.482 -1.840 -0.486
C -6.817 -1.024 -1.572
C -5.808 -0.468 -2.372
C -4.467 -0.749 -2.097
N -0.538 -2.678 -1.858
C 0.226 -1.799 -1.182
C 1.573 -1.986 -0.918
C 2.344 -1.146 -0.122
C 3.773 -1.319 -0.116
C 4.626 -0.196 0.020
C 5.977 -0.286 -0.270
C 6.552 -1.522 -0.601
C 7.964 -1.631 -0.850
N 9.111 -1.736 -1.063
C 5.736 -2.658 -0.706
C 4.385 -2.580 -0.400
C -0.169 -4.064 -2.204
C 0.265 -4.859 -0.968
C 0.883 -4.160 -3.320
H -2.679 -6.107 -3.360
H -1.011 -6.189 -3.984
H -1.346 -6.616 -2.293
H -2.016 -1.563 -2.836
H -2.664 -2.893 -0.137
H -2.210 -1.172 -0.321
H -4.855 -2.751 0.636
H -7.266 -2.269 0.143
H -7.864 -0.815 -1.797
H -6.057 0.181 -3.212
H -3.667 -0.291 -2.689
H -0.261 -0.874 -0.862
H 2.079 -2.824 -1.403
H 1.893 -0.284 0.376
H 4.183 0.764 0.287
H 6.596 0.610 -0.271
H 6.182 -3.595 -1.049
H 3.789 -3.497 -0.400
H -0.557 -4.868 -0.239
H 0.517 -5.887 -1.253
H 1.141 -4.402 -0.502
H 0.413 -3.914 -4.281
H 1.719 -3.478 -3.154
H 1.272 -5.185 -3.375

---

14
Properties=species:S:1:pos:R:3 method="wB97M-V/def2-TZVPD" energy_ev=-21550.5143 homo_ev=-9.15 e_lumo_ev=-1.04 smiles="C[C@]1(F)C[C@H](F)C1=S" orbital_gap_ev=8.11
C -1.820 0.291 1.140
C -1.003 -0.194 0.028
C -0.388 -1.578 0.067
C 0.981 -0.992 -0.391
C 0.429 0.355 -0.061
H -2.739 -0.365 1.123
H -2.126 1.274 1.203
H -1.296 0.125 2.115
H -0.809 -2.250 -0.740
H -0.334 -2.029 1.131
H 1.086 -1.011 -1.463
F -1.783 -0.111 -1.165
F 2.064 -1.375 0.391
S 0.906 1.896 -0.069

---

95
Properties=species:S:1:pos:R:3 method="wB97M-V/def2-TZVPD" energy_ev=-66019.1066 total_charge=+2 homo_ev="-12.83 / -13.66" e_lumo_ev="-6.27 / -6.30" multiplicity=2 orbital_gap_ev="6.56 / 7.37" s_squared=0.76
Ir 0.171 -0.003 0.134
C -5.881 0.437 -2.050
C -6.083 1.472 -1.150
C -5.027 1.883 -0.356
C -3.790 1.255 -0.500
N -3.601 0.264 -1.354
C -4.624 -0.133 -2.110
N -1.808 2.779 -0.079
C -0.496 2.966 -0.022
N 0.443 2.006 0.051
C 1.677 2.569 -0.288
N 2.772 1.995 -0.592
C 3.088 0.650 -0.498
C 4.432 0.356 -0.736
C 4.917 -0.913 -0.512
C 4.041 -1.877 -0.027
C 2.717 -1.542 0.137
N 2.218 -0.320 -0.139
C 1.517 4.024 -0.331
C 2.475 5.010 -0.436
C 2.049 6.328 -0.310
C 0.713 6.617 -0.060
C -0.246 5.614 0.032
C 0.168 4.298 -0.136
H -6.679 0.076 -2.684
H -7.050 1.946 -1.058
H -5.181 2.671 0.367
H -4.426 -0.955 -2.789
H 5.070 1.167 -1.055
H 5.960 -1.142 -0.680
H 4.368 -2.878 0.212
H 2.004 -2.261 0.510
H 3.516 4.759 -0.584
H 2.766 7.134 -0.379
H 0.409 7.647 0.072
H -1.265 5.890 0.254
C 0.829 -3.109 -1.791
C -0.130 -3.074 -0.646
C -0.985 -4.102 -0.254
C -1.668 -3.636 0.855
C -2.679 -4.329 1.701
N -1.240 -2.385 1.098
N -0.300 -2.032 0.180
B -1.525 -1.461 2.283
N -0.194 -0.991 2.892
N 0.579 -0.129 2.178
C 1.585 0.255 2.974
C 2.678 1.201 2.612
C 1.444 -0.366 4.215
C 0.307 -1.148 4.129
C -0.326 -2.029 5.150
N -2.206 -0.154 1.772
N -1.775 0.415 0.638
C -2.583 1.603 0.427
C -2.646 3.886 -0.558
C -3.176 1.844 1.798
C -2.995 0.722 2.507
C -3.495 0.344 3.855
H 0.319 -3.449 -2.693
H 1.631 -3.820 -1.590
H 1.275 -2.140 -2.000
H -1.077 -5.073 -0.710
H -2.890 -5.311 1.285
H -3.611 -3.767 1.747
H -2.316 -4.462 2.720
H -2.208 -1.995 3.095
H 2.321 2.055 2.040
H 3.476 0.710 2.055
H 3.117 1.587 3.530
H 2.091 -0.248 5.066
H 0.278 -2.032 6.054
H -0.408 -3.054 4.791
H -1.327 -1.685 5.412
H -3.387 3.487 -1.240
H -2.041 4.583 -1.121
H -3.148 4.398 0.264
H -3.799 2.678 2.069
H -4.041 1.175 4.295
H -2.668 0.082 4.515
H -4.162 -0.516 3.794
N 2.097 2.474 -4.526
C 1.383 1.445 -5.047
O 1.481 1.077 -6.194
C 0.442 0.719 -4.116
C -0.551 -0.077 -4.679
C -1.368 -0.803 -3.837
C -1.174 -0.732 -2.468
N -0.217 0.023 -1.919
C 0.577 0.732 -2.744
H 2.715 2.967 -5.150
H 1.893 2.886 -3.635
H -0.643 -0.119 -5.756
H -2.149 -1.440 -4.225
H -1.786 -1.297 -1.786
H 1.374 1.293 -2.284

---

6
Properties=species:S:1:pos:R:3 method="wB97M-V/def2-TZVPD" energy_ev=-7566.2154 homo_ev="-10.71 / -8.88" e_lumo_ev="-0.40 / -2.38" orbital_gap_ev="10.31 / 6.49"
C -1.381 -0.354 -0.025
N -2.269 -1.082 -0.215
N 1.867 -0.428 0.040
N -0.343 0.233 0.336
O 2.452 0.551 0.091
H -0.325 1.079 -0.227

---

53
Properties=species:S:1:pos:R:3 method="wB97M-V/def2-TZVPD" energy_ev=-36949.9809 total_charge=+1 homo_ev=-12.00 e_lumo_ev=-2.67 orbital_gap_ev=9.33
O -5.865 0.796 -0.076
C -5.464 0.318 0.955
O -4.593 -0.714 0.906
C -4.534 -1.500 2.103
C -4.166 -0.682 3.383
C -3.274 -1.504 4.313
O -3.341 -2.911 4.284
C -2.464 -3.241 5.313
O -2.565 -4.155 6.063
O -1.463 -2.284 5.333
C -1.763 -1.285 4.360
O -0.973 -1.702 3.248
C -0.722 -0.683 2.377
O -1.614 -0.051 1.861
C 0.700 -0.330 1.985
C 1.176 0.871 2.441
C 2.455 1.240 2.054
C 3.167 0.406 1.237
C 2.691 -0.811 0.806
C 1.425 -1.189 1.182
H -5.790 0.779 1.902
H -5.451 -2.069 2.292
H -3.753 -2.245 1.932
H -5.115 -0.515 3.907
H -3.760 0.299 3.132
H -3.570 -1.144 5.316
H -1.467 -0.297 4.718
H 0.577 1.513 3.076
H 2.833 2.196 2.401
H 4.161 0.692 0.900
H 3.268 -1.464 0.161
H 0.952 -2.121 0.888
C 2.067 -0.411 -3.910
N 1.892 0.990 -4.433
C 0.479 1.127 -4.917
C 2.824 1.210 -5.580
C 2.105 2.025 -3.342
C 3.495 2.084 -2.741
O 3.831 0.841 -2.146
H 1.650 -1.096 -4.647
H 3.122 -0.623 -3.794
H 1.534 -0.502 -2.968
H 0.311 0.398 -5.705
H 0.340 2.135 -5.302
H -0.191 0.943 -4.081
H 3.844 1.047 -5.246
H 2.697 2.229 -5.939
H 2.578 0.498 -6.364
H 1.375 1.791 -2.567
H 1.863 2.991 -3.784
H 3.500 2.860 -1.970
H 4.248 2.351 -3.489
H 4.737 0.903 -1.826

---

17
Properties=species:S:1:pos:R:3 method="wB97M-V/def2-TZVPD" energy_ev=-8869.5820 total_charge=+1 homo_ev="-12.68 / -12.68" e_lumo_ev="-7.29 / -7.28" orbital_gap_ev="5.39 / 5.40"
C -0.645 0.900 -0.647
C -0.756 1.998 -1.487
C 1.265 -2.094 0.674
C 0.352 -0.164 -0.712
C 0.700 -0.637 0.723
N -2.158 0.420 2.099
O -2.948 1.209 2.326
H -0.001 2.637 -1.015
H -0.523 1.876 -2.672
H -1.704 2.635 -1.265
H 1.216 -2.374 1.683
H 2.233 -1.964 0.276
H 0.809 -2.757 0.052
H 1.212 0.007 -1.278
H -0.185 -1.088 -1.267
H 1.233 0.135 1.096
H -0.100 -0.740 1.413

---

39
Properties=species:S:1:pos:R:3 method="wB97M-V/def2-TZVPD" energy_ev=-36888.1011 homo_ev=-8.54 e_lumo_ev=-0.05 smiles="N[C@](CCCCB(O)O)(CCNS(N)(=O)=O)C(=O)O" orbital_gap_ev=8.49
O 0.657 3.490 -1.783
O -3.215 -3.262 -0.333
O -2.227 -1.894 1.758
O 1.169 -2.058 0.845
O 0.086 -0.413 2.277
O 0.058 2.023 -3.338
B 1.181 -0.850 1.557
C 0.154 2.436 -2.084
N 0.832 0.252 -1.282
N -1.063 -3.955 0.793
N -1.250 -1.627 -0.506
C 2.446 0.086 1.590
C -2.052 -0.444 -0.447
C 2.635 1.216 0.493
C 1.538 2.287 0.629
C -1.531 0.810 -1.224
C 0.048 1.968 0.408
C -0.141 1.365 -1.023
S -2.163 -2.710 0.527
H 0.420 -2.662 0.820
H -0.757 -0.876 2.152
H 0.136 2.824 -3.933
H 0.737 -0.604 -0.663
H 0.767 -0.077 -2.259
H -1.057 -4.167 1.754
H -1.433 -4.740 0.321
H -1.510 -2.109 -1.335
H 3.280 -0.701 1.649
H 2.476 0.667 2.515
H -2.239 -0.121 0.634
H -3.049 -0.803 -0.812
H 3.615 1.785 0.684
H 2.568 0.754 -0.450
H 1.906 3.271 0.178
H 1.559 2.620 1.673
H -2.185 1.670 -1.236
H -1.520 0.492 -2.288
H -0.642 2.825 0.524
H -0.233 1.234 1.217

---

29
Properties=species:S:1:pos:R:3 method="wB97M-V/def2-TZVPD" energy_ev=-205002.1144 homo_ev=-7.56 e_lumo_ev=-1.64 orbital_gap_ev=5.92
Ta -0.309 0.319 -0.547
N -0.948 1.738 1.663
C -2.314 1.236 1.926
C -2.738 0.557 0.639
O -3.351 -0.471 0.583
O -2.154 1.171 -0.438
H -0.424 1.737 2.530
H -1.012 2.680 1.296
H -3.032 2.011 2.201
H -2.299 0.488 2.716
Se 2.711 -2.122 -1.806
Te 1.389 -0.331 -2.700
Te 2.611 2.121 -2.238
Se 0.200 2.623 -1.534
Cl -3.260 -6.283 0.556
C -2.629 -4.788 -0.054
C -1.847 -3.996 0.770
C -1.386 -2.820 0.225
Cl -0.335 -1.736 1.124
C -1.657 -2.376 -1.061
O -1.183 -1.213 -1.502
C -2.428 -3.221 -1.861
Cl -2.773 -2.753 -3.480
C -2.916 -4.414 -1.358
H -1.615 -4.288 1.783
H -3.521 -5.052 -1.985
O 2.986 0.826 2.249
C 2.202 0.630 1.407
N 1.393 0.429 0.545

---

12
Properties=species:S:1:pos:R:3 method="wB97M-V/def2-TZVPD" energy_ev=-7770.8679 total_charge=+1 homo_ev=-15.70 e_lumo_ev=-6.07 orbital_gap_ev=9.63
C -0.028 0.361 -0.118
C -2.539 -0.305 0.589
C -1.463 0.569 -0.029
C 2.142 -0.471 -0.249
N -2.739 -0.180 -0.624
O 0.774 -0.689 -0.174
H 0.636 1.384 -0.042
H -2.867 -0.563 1.556
H -1.591 1.574 -0.036
H 2.456 -1.260 0.380
H 2.581 0.481 -0.135
H 2.638 -0.901 -1.118

---

20
Properties=species:S:1:pos:R:3 method="wB97M-V/def2-TZVPD" energy_ev=-10280.2652 total_charge=+2 homo_ev=-17.17 e_lumo_ev=-9.43 orbital_gap_ev=7.74
C 2.705 0.697 1.134
C 2.459 -0.911 2.923
C -3.208 -0.502 -1.743
C -1.933 -1.035 -1.415
N 2.556 -0.283 1.872
N 1.886 1.157 0.189
N 0.647 0.357 -0.070
N -0.458 0.927 -0.753
H 3.604 1.266 1.272
H 2.599 -2.047 2.892
H 1.938 -0.462 3.817
H -4.015 -0.315 -0.995
H -3.170 0.490 -2.121
H -3.589 -1.114 -2.681
H -1.282 -1.314 -2.192
H -1.858 -1.461 -0.418
H 2.136 2.005 -0.363
H 0.375 -0.149 0.789
H -1.160 1.634 -0.403
H -0.232 1.060 -1.733